This record from the OMol25 dataset describes an isolated molecule of C7H10. The level of theory is ωB97M-V/def2-TZVPD.

```
! wB97M-V def2-TZVPD RIJCOSX def2/J DEFGRID3
* xyz 0 1
C 0.35061 -1.83682 0.66810
C 0.49880 -0.39003 1.07510
C -0.57186 0.64947 0.87062
C -1.47994 0.40882 -0.28900
C -0.84671 0.53394 -1.45833
C 0.58993 0.98591 -1.27495
C 0.79449 0.84683 0.23700
H 1.33230 -2.31645 0.61102
H -0.24241 -2.37605 1.42243
H -0.14697 -1.94916 -0.29637
H 0.96950 -0.31790 2.05735
H -0.92705 1.22601 1.72061
H -2.52647 0.14247 -0.16057
H -1.30851 0.34175 -2.42299
H 1.33323 0.45711 -1.89467
H 0.67735 2.06082 -1.55290
H 1.50373 1.53329 0.68755
*
```

Computed properties:
- DFT total energy: -272.67161 hartree
- SMILES string: C[C@@H]1[C@@H]2C=CC[C@H]12
- LUMO energy: 1.1750 eV
- Frontier orbital gap: 9.971 eV
- Energy above the lowest of the compared OMol25 structures with the same formula, charge and spin: 29.1 kcal/mol

This record from the OMol25 dataset describes an isolated molecule of C7H10 in a non-equilibrium geometry. The level of theory is ωB97M-V/def2-TZVPD.

```
! wB97M-V def2-TZVPD RIJCOSX def2/J DEFGRID3
* xyz 0 1
C -1.86465 -1.26254 -1.19728
C -0.66603 -0.63118 -1.38384
C -0.01647 -0.13821 -0.16687
C 0.52886 1.24018 -0.17826
C 0.79545 1.95360 -1.28278
C 0.08555 -0.92079 0.93872
C 0.85242 -0.44658 2.14427
H -2.46105 -0.86726 -0.38624
H -2.21845 -1.98634 -1.92406
H -0.25577 -0.37100 -2.35343
H 0.71923 1.66928 0.79759
H 1.15823 2.95694 -1.09426
H 0.49849 1.63081 -2.26986
H -0.25981 -1.94470 0.88354
H 0.76904 -1.18116 2.95108
H 1.89227 -0.17863 1.94963
H 0.44267 0.47758 2.57206
*
```

Computed properties:
- DFT total energy: -272.62805 hartree
- SMILES string: C=CC(C=C)=CC
- LUMO energy: 0.8429 eV
- Frontier orbital gap: 9.324 eV
- Energy above the lowest of the compared OMol25 structures with the same formula, charge and spin: 56.4 kcal/mol

This record from the OMol25 dataset describes an isolated molecule of C7H10 in a non-equilibrium geometry. The level of theory is ωB97M-V/def2-TZVPD.

```
! wB97M-V def2-TZVPD RIJCOSX def2/J DEFGRID3
* xyz 0 1
C -0.07111 0.40170 2.72512
C -0.52472 0.18858 1.43676
C 0.26354 0.34680 0.17224
C 1.46889 1.02664 0.38712
C -0.31550 -0.09197 -1.07949
C -0.32426 0.70652 -2.19010
C -0.59330 -1.57191 -1.13106
H -0.71453 -0.04122 3.42827
H 0.93207 0.44637 3.03253
H -1.53393 -0.05949 1.37233
H 1.94690 1.27580 1.29557
H 2.06653 1.24614 -0.54193
H 0.10612 1.72640 -2.18708
H -0.89947 0.36523 -3.00888
H -1.14389 -1.78462 -2.13728
H -0.99597 -2.03976 -0.28856
H 0.33263 -2.14120 -1.28555
*
```

Computed properties:
- DFT total energy: -272.61039 hartree
- SMILES string: C=CC(=C)C(=C)C
- LUMO energy: 0.4204 eV
- Frontier orbital gap: 8.827 eV
- Energy above the lowest of the compared OMol25 structures with the same formula, charge and spin: 67.5 kcal/mol

This record from the OMol25 dataset describes a structure of composition C7H10BrF3N2O in a non-equilibrium geometry. The level of theory is ωB97M-V/def2-TZVPD.

```
! wB97M-V def2-TZVPD RIJCOSX def2/J DEFGRID3
* xyz 0 1
C -0.22981 -1.81538 0.85753
C -0.97823 -0.54251 1.38713
C -1.41142 0.19786 0.22422
C 1.98581 1.46831 0.76982
C 2.24112 0.66646 -0.54099
C 0.94979 0.57213 -1.34266
C -2.68040 -0.46098 -0.46467
N 0.21949 -1.46547 -0.38512
N -0.14502 -0.30698 -1.06317
O -0.04786 -2.88425 1.36347
F -3.79939 -0.08421 0.12026
F -2.79935 -0.19902 -1.75509
F -2.77249 -1.83515 -0.36818
Br -1.69111 2.12310 0.33042
H -1.64920 -1.00521 2.00356
H -0.36221 0.05922 2.06088
H 1.61860 2.41643 0.48101
H 1.19767 1.02699 1.39717
H 2.83718 1.45696 1.41532
H 2.67022 -0.32089 -0.39788
H 2.94908 1.29573 -1.04853
H 0.55003 1.53800 -1.56718
H 1.24380 0.34224 -2.41929
H 0.10370 -2.24337 -1.05802
*
```

Computed properties:
- DFT total energy: -3331.01833 hartree
- LUMO energy: 0.3221 eV
- Frontier orbital gap: 9.781 eV
- Energy above the lowest of the compared OMol25 structures with the same formula, charge and spin: 19.9 kcal/mol

Among the records above, which one has the highest frontier orbital gap?
number 1

DFT total energy of number 4 (C7H10BrF3N2O)?
-3331.01833 hartree